The following is a DFT calculation (ωB97M-V/def2-TZVPD) of a molecular structure, C14H28MnOP2 at a distorted geometry.

Geometry as XYZ:
```
46
Properties=species:S:1:pos:R:3:forces:R:3
Mn -0.67714 -0.02088 -1.13793 1.0090 0.3106 1.3121
H 3.11692 0.37300 1.98028 -0.3752 0.2095 0.3801
H 3.57733 0.10426 1.48612 0.3752 -0.2143 -0.3774
P -0.61598 1.90952 0.51971 -0.2258 -0.0221 -0.0813
P 1.34999 -0.10640 -2.41774 -1.0123 0.1974 0.5777
C 0.52341 -1.20225 -3.59283 0.5910 -0.5758 -1.0263
H 1.26857 -1.34640 -4.39859 -0.6327 -0.2178 -0.0884
H 0.29568 -2.19381 -3.13862 0.1188 0.8144 -0.2298
H -0.39886 -0.73236 -4.01211 0.7675 -0.3415 0.3109
C 1.93530 1.34166 -3.38349 0.0466 -0.5868 0.0708
H 2.56448 1.97898 -2.75973 -0.0539 -0.0780 0.0473
H 2.52880 0.97146 -4.21865 0.0623 0.1234 -0.1092
H 1.10258 1.93877 -3.76191 -0.0021 -0.1867 0.0813
C 2.85956 -0.89153 -1.78273 0.7802 -0.5213 -0.2378
H 2.75248 -1.91208 -1.35009 -0.3736 0.8353 -0.3022
H 3.50410 -1.01026 -2.68043 -0.1406 0.1467 0.5151
H 3.39713 -0.26181 -1.04174 -0.5092 -0.2296 -0.5311
C -0.18035 3.49733 -0.31528 -0.4096 -0.2395 0.4595
H -0.55350 4.32642 0.29710 0.1674 -0.0208 -0.1388
H 0.91028 3.57620 -0.41191 -0.3163 -0.0237 -0.1353
H -0.68181 3.52813 -1.28749 0.2624 0.0744 0.0576
C -2.34308 2.14026 1.03723 0.1210 0.2843 -0.1016
H -2.62718 1.32207 1.71490 0.0084 0.3280 -0.1918
H -2.38625 3.11827 1.52544 -0.3904 -0.1859 0.1484
H -2.98636 2.14612 0.15108 -0.0377 -0.0157 0.2426
C 0.22843 2.10695 2.13512 0.3361 -0.2469 0.2540
H 1.31494 2.25713 2.02171 -0.4294 -0.0315 -0.0769
H -0.19987 2.99096 2.64533 0.1929 -0.4000 -0.2558
H 0.08554 1.21536 2.76995 -0.0732 0.3506 -0.3060
C -2.64632 -0.14966 -2.03043 -3.6839 0.7085 -1.3511
O -3.72802 -0.05156 -2.43182 3.9219 -0.5378 1.4802
H 0.48864 1.04734 -1.35658 0.0943 0.5195 -0.1451
C 0.00208 -1.64353 -0.02474 0.2362 -0.4923 0.0916
C -0.60713 -2.05337 1.30162 0.1810 0.7728 -0.3335
C 0.02013 -1.73074 2.52686 -0.5368 -0.1893 -0.0475
C -0.59231 -2.04635 3.75102 0.1433 0.0414 -0.3435
C -1.82562 -2.70237 3.74462 -0.1574 0.1723 0.0242
C -2.47496 -2.97342 2.53601 0.0051 -0.0576 0.1456
C -1.87418 -2.64960 1.32841 0.2110 0.2188 0.4891
H 1.10105 -1.63143 0.03130 -0.2746 0.1536 0.3327
H -0.19226 -2.40041 -0.79563 -0.1576 -0.4000 0.1405
H 0.97711 -1.20676 2.51822 -0.1488 -0.1972 -0.0368
H -0.10716 -1.76020 4.70070 -0.3062 -0.2973 -0.6112
H -2.31513 -2.96188 4.67930 0.1197 0.0517 -0.1104
H -3.47106 -3.42644 2.51732 0.3990 0.1049 0.1760
H -2.42001 -2.82467 0.41109 0.0974 -0.1087 -0.1686
```
Positions in Å, forces in eV/Å.

- Multiplicity: 5
- ⟨S²⟩: 6.17
- Calculated total energy: -2458.8423 a.u.
- Net charge: +1

Löwdin atomic charge list, values in e, 2 entries: 0.23, 0.02

=====

The following is a DFT calculation (ωB97M-V/def2-TZVPD) of 2 unconnected molecules or ions with the total composition C14H28N3O4S at a distorted geometry.

Geometry as XYZ:
```
50
Properties=species:S:1:pos:R:3:forces:R:3
C -4.29086 -3.17540 0.51721 1.0397 -2.7565 -3.4318
C -5.01829 -1.92582 0.62449 -8.6633 -6.6876 -0.7024
H -5.57635 -1.86354 1.53467 -0.7672 -0.4270 0.8032
H -5.79804 -1.80962 -0.24239 1.0072 -0.8710 1.3677
O -4.31985 -0.92879 0.59956 6.2184 7.9510 11.1297
C -3.98066 -0.29051 -0.34570 4.3843 6.6345 -1.9010
O -4.25597 -0.75023 -1.33363 -1.6443 -2.1854 -11.6094
N -3.22587 0.96164 -0.30252 -5.0728 -4.8448 10.9048
C -2.75429 1.37514 1.00620 0.8032 -5.5481 1.3645
H -3.20299 0.77547 1.87499 0.2373 0.8846 -1.5717
C -1.25450 1.24940 1.22720 -0.4144 -7.8373 -8.3170
H -0.96063 1.49661 2.08004 2.2160 1.8944 7.5997
H -1.02543 -0.21159 1.03185 -0.3366 4.1048 0.9375
C -0.41966 1.82380 0.10399 -2.3792 -7.1991 -1.5647
N 1.00582 1.35627 -0.03145 -6.4035 0.2929 9.6983
C 1.78784 2.10233 -0.72465 3.7407 -1.2383 -10.3281
H 2.09229 2.95693 -0.36857 0.9202 4.7506 2.4595
C 3.12606 1.29302 -0.99628 -0.2869 4.1563 -7.7619
N 3.64525 0.71090 0.04548 0.0008 -7.7767 5.3190
H 1.05383 0.40656 -0.09609 0.0471 -3.6094 -1.2408
C 3.13628 1.31089 1.22594 1.9648 2.8298 6.4194
H 3.45056 0.84271 2.31759 0.1270 0.6696 -3.1864
H 3.67067 2.40336 1.34883 -1.2317 -2.4368 -0.5846
C 1.58462 1.49904 1.61290 3.7813 3.6195 -8.3886
H 1.38076 2.57260 1.66003 -0.4060 -0.6754 1.5478
H 1.35723 0.64961 2.03845 -2.4117 -3.5796 3.0340
S 3.04497 -1.21591 0.12173 -2.7008 8.1079 -6.4274
O 3.02852 -1.27607 1.45566 0.4910 -2.8448 9.1098
O 1.68843 -1.10223 -0.48682 2.6370 -2.0411 -0.5016
C 4.34406 -1.94919 -0.72465 -2.8375 4.3176 -4.9091
C 3.96590 -3.27188 -0.84337 -2.2458 -8.9257 0.1320
H 2.96438 -3.56445 -1.40779 2.0594 1.1215 1.0628
H 4.74482 -3.91560 -1.29980 -0.3461 0.5514 -0.1136
H 3.86586 -3.87368 0.20730 0.1053 1.8000 -2.0963
H 5.20523 -1.76895 -0.26847 3.5703 0.9531 2.4174
H 4.37386 -1.28647 -1.75897 -0.1197 -1.7884 2.2949
H 3.06053 0.63686 -2.06112 0.2352 1.6583 3.0409
H 3.97131 2.05296 -1.07661 -1.4222 0.2421 -1.7193
H 1.32488 2.30941 -1.78287 0.9153 -0.1490 1.8119
C -1.16108 1.42301 -1.17363 2.1700 -3.1880 0.2755
H -0.51726 1.73923 -1.95351 -0.3217 0.6612 -1.4819
H -1.02775 0.29433 -1.15854 0.1402 0.8584 -0.2344
C -2.65215 1.53748 -1.26201 2.7276 6.0021 -8.0532
H -3.04445 1.04645 -2.18238 0.5849 0.7715 0.0541
H -2.83852 2.72025 -1.31069 -0.3257 -2.0469 -0.1103
H -0.35630 2.76031 0.16511 0.5017 7.9529 0.6510
H -2.78882 2.31708 1.26122 -1.9862 5.6148 0.5689
H -3.49894 -3.44002 1.28567 -1.1267 0.5787 -0.8268
H -3.77530 -3.03059 -0.61384 -1.0462 -1.1621 3.0373
H -5.12996 -3.97310 0.46028 1.8698 0.8391 0.0206
```
Positions in Å, forces in eV/Å.

- Energy above the lowest of the compared OMol25 structures with the same formula, charge and spin: 375.9 kcal per mole
- Net charge: +1

Löwdin atomic charge list, values in e, 2 entries: -0.06, -0.42

=====

The following is a DFT calculation (ωB97M-V/def2-TZVPD) of a molecular structure, C14H29BFO22S5 at a distorted geometry.

Geometry as XYZ:
```
72
Properties=species:S:1:pos:R:3:forces:R:3
F -1.49302 0.68888 -2.56629 0.2556 0.2117 -0.3120
C -1.35749 1.57798 -1.47812 -0.2518 -0.2829 1.1334
C -0.69037 0.89115 -0.27667 0.1319 0.3800 -0.5427
B 0.93622 1.16020 -0.15636 0.2424 7.1107 -3.5345
O 1.43880 2.54100 -0.35326 0.3106 -1.2697 -0.8827
C 2.04381 2.50933 -1.63698 -0.8800 1.1006 -0.4601
C 2.23772 1.04805 -2.14747 -0.0956 0.4217 1.1792
O 1.58332 0.26657 -1.16731 -0.0484 0.9721 -1.1199
H -0.84140 2.48686 -1.79481 0.1022 -0.1644 -0.2476
H -2.38253 1.83952 -1.19044 0.0492 0.0828 -0.1984
H -1.20574 1.23248 0.62638 0.1124 -0.2168 -0.2799
H -0.82990 -0.18458 -0.43491 -0.4552 0.1142 0.2393
H 1.22813 0.69654 1.05769 0.9849 9.8047 0.2331
H 2.90206 3.19051 -1.63718 0.1958 -0.3473 -0.1556
H 1.28039 2.93335 -2.31127 0.5523 0.1848 -0.1535
H 1.75291 1.04787 -3.14107 0.1321 -0.6170 0.2081
H 3.25338 0.64032 -2.21362 0.1344 0.5191 -0.2670
C -1.38689 0.21552 4.84977 0.1188 0.5314 0.2901
C -2.78570 -0.04860 5.34628 0.0029 -0.4926 0.1753
O -3.63104 0.15178 4.19642 0.3197 0.3806 -0.4883
S -2.82533 -0.30854 2.87825 0.3423 0.3077 0.3192
O -3.20762 -1.64026 2.55930 -0.0025 0.1636 -0.2622
O -2.84013 0.73411 1.90434 -0.6653 -0.5573 0.6529
O -1.36817 -0.35741 3.54563 -0.3713 -0.1957 -0.1889
H -1.17475 1.28428 4.77246 0.0292 -0.0121 -0.0554
H -0.63087 -0.25940 5.47011 0.0700 -0.1450 -0.2086
H -3.08208 0.61456 6.15494 -0.1804 0.1074 -0.1766
H -2.87518 -1.08772 5.65002 -0.1202 0.1908 0.0614
C 0.61957 -1.80104 1.38673 0.2427 0.7790 -0.0307
C 1.44343 -0.63346 1.02224 0.7560 -12.1098 0.4098
O 2.06247 -0.22749 2.27569 -0.1913 0.1611 1.0638
S 2.32605 -1.51060 3.18445 -1.2674 -0.0276 -1.7321
O 3.68418 -1.92007 3.05032 0.0761 0.0005 0.5550
O 1.74594 -1.26951 4.47119 0.4325 -0.0015 0.3676
O 1.41135 -2.54283 2.39453 0.4336 -0.6967 1.2922
H -0.31830 -1.48364 1.85468 0.1989 -0.3560 0.1923
H 0.40353 -2.44171 0.53644 0.2294 -0.1446 0.0678
H 0.79567 0.27310 0.57150 -2.0322 -6.0088 2.6172
H 2.22749 -0.90442 0.32864 0.0520 0.2324 0.1373
C -0.50873 4.21766 -6.16930 0.4320 -0.2381 -0.1481
C -0.72726 3.40691 -4.91304 -0.5477 -0.2393 -0.0097
O -0.03157 4.13140 -3.89211 0.2046 0.4962 -0.3276
S -0.09936 5.70029 -4.20527 -0.1052 -0.4560 -0.1741
O -1.15679 6.28414 -3.45768 0.1565 0.1810 -0.0655
O 1.21766 6.22787 -4.17966 -0.1072 0.0713 0.1822
O -0.58130 5.58395 -5.73817 -0.1699 -0.0338 0.3154
H 0.48305 4.03883 -6.58877 -0.0162 -0.0514 0.0077
H -1.26401 4.02239 -6.92628 -0.0811 0.2113 0.0397
H -0.33364 2.39790 -4.99332 0.1858 0.0755 0.1871
H -1.78505 3.36506 -4.64264 0.0057 -0.0162 -0.0123
C -0.35659 -1.63599 -5.58930 -0.4301 0.0402 -0.1921
C 0.29836 -2.23071 -6.82079 0.1639 -0.3577 0.2338
O 1.04171 -1.14661 -7.39373 -0.2999 0.3118 0.1818
S 1.56825 -0.19112 -6.20940 -0.1789 -0.3843 0.2570
O 2.90951 -0.54154 -5.91408 -0.0003 0.3265 -0.0298
O 1.17891 1.14411 -6.50877 0.2132 -0.0438 -0.1341
O 0.62962 -0.75693 -5.04637 0.3541 -0.0534 -0.2815
H -1.23868 -1.04719 -5.84941 -0.0130 -0.0299 0.0054
H -0.62876 -2.38893 -4.85497 0.1572 0.1052 0.1533
H -0.42482 -2.61073 -7.53738 0.0611 0.1842 -0.1457
H 0.99993 -3.02414 -6.55383 -0.0369 -0.0113 0.0174
C 0.84719 -3.58903 6.62617 0.2791 0.3073 0.2779
C 0.47763 -4.54675 7.73910 0.2030 -0.3009 -0.2341
O -0.92910 -4.32263 7.94197 -0.1105 0.4165 -0.1053
S -1.60801 -3.97347 6.52870 0.8263 0.1593 -0.5426
O -2.18637 -5.15757 6.00427 -0.1755 0.1744 0.0072
O -2.33553 -2.75420 6.61376 -0.3390 -0.5183 0.6283
O -0.26609 -3.63010 5.72940 -0.2343 -0.5440 0.2008
H 0.95402 -2.57519 7.01581 0.0170 0.0351 -0.1261
H 1.75553 -3.86755 6.09995 -0.1153 -0.0098 -0.1671
H 1.02361 -4.34458 8.65638 -0.2226 0.0693 0.1075
H 0.62678 -5.58823 7.44650 -0.0226 0.0120 -0.0047
```
Positions in Å, forces in eV/Å.

- Calculated total energy: -4321.4699 a.u.
- Net charge: -1

Löwdin atomic charge list, values in e, 2 entries: -0.09, -0.17

=====

The following is a DFT calculation (ωB97M-V/def2-TZVPD) of 2 unconnected molecules or ions with the total composition C14H29BO9S.

Geometry as XYZ:
```
54
Properties=species:S:1:pos:R:3:forces:R:3
C -0.57441 -2.98718 3.00265 -0.1201 0.0171 -0.0067
C -0.75591 -2.49093 1.57588 -0.1952 -0.1880 0.0213
O 0.45456 -1.91035 1.11974 0.1355 0.1559 0.1817
C 0.33910 -1.01020 0.03583 -0.0139 -0.1068 -0.1346
C 1.00039 -1.60642 -1.21234 -0.0867 -0.0038 0.0060
C 1.64142 -0.64137 -2.21977 0.1294 -0.0135 -0.2131
C 0.86206 0.65237 -2.50434 0.1160 0.0569 -0.1571
O -0.53041 0.41224 -2.31604 0.0641 -0.0824 0.3239
B -1.32397 1.40269 -1.78300 -0.0907 0.3035 -0.2541
O -1.00517 2.74661 -1.86830 0.0485 -0.1444 0.4414
O -2.52587 1.05908 -1.23028 -0.0301 -0.2365 -0.4329
C 1.03630 1.13572 -3.95174 -0.2967 -0.0209 0.0242
O 2.21041 1.93006 -4.15184 0.0952 -0.0882 -0.0037
S 3.64106 1.19383 -3.99959 0.0079 0.0218 -0.0127
O 3.55461 -0.10057 -4.65193 -0.0242 0.0356 0.0416
O 3.58825 0.91668 -2.40471 0.0217 0.0159 -0.0559
C 3.13108 -0.36258 -1.88679 0.0300 -0.2015 0.0923
C 3.54516 -0.36504 -0.40918 0.1906 0.1036 0.1211
C 4.62240 -1.40998 -0.09744 -0.0325 0.0593 -0.0671
O 4.62402 -1.82102 1.25864 0.0762 0.1684 0.0927
H 0.17832 -2.38443 3.51076 -0.0144 -0.0013 -0.0185
H -1.51089 -2.88656 3.55320 0.0145 -0.0613 -0.0111
H -0.27574 -4.03423 3.03717 0.1222 0.0543 0.0092
H -1.03411 -3.32910 0.92335 -0.0308 0.0754 -0.0381
H -1.57234 -1.76115 1.53074 0.1131 0.0985 0.0222
H 0.81088 -0.06668 0.33685 -0.0404 -0.0025 -0.0615
H -0.71040 -0.78872 -0.16880 0.0347 -0.0292 0.0858
H 0.25993 -2.21987 -1.72889 0.0260 0.0358 -0.0135
H 1.77947 -2.29878 -0.87940 -0.0619 0.0068 0.0617
H 1.66889 -1.17980 -3.17065 -0.0271 -0.0088 0.0319
H 1.21818 1.44835 -1.84206 -0.1347 0.0110 0.0379
H -0.31596 3.07218 -1.28323 0.0197 0.0337 -0.1852
H -2.73846 0.13495 -1.41560 -0.0196 0.0998 0.1746
H 0.20136 1.78717 -4.20064 0.0833 0.0798 0.0241
H 1.03362 0.28632 -4.63872 0.0480 0.0200 0.0163
H 3.70746 -1.13656 -2.39815 0.0073 0.0683 -0.0396
H 2.70262 -0.53575 0.26088 0.0095 -0.0648 -0.1479
H 3.93846 0.62358 -0.16807 -0.0969 0.0087 0.0443
H 5.60732 -0.98422 -0.30781 0.0057 -0.0983 -0.0404
H 4.50530 -2.28620 -0.74607 -0.1146 -0.0163 0.0683
H 3.79056 -1.57068 1.67012 -0.0196 -0.1244 -0.0745
C -4.40819 2.46620 3.42584 0.0180 -0.0068 0.0137
C -3.41765 2.61952 2.27335 -0.0140 0.0227 -0.0162
C -2.84191 1.21358 2.17520 -0.0112 0.0130 0.0336
O -3.89109 0.32595 2.57165 0.0340 -0.0486 -0.0093
C -4.95457 1.06722 3.17149 -0.0133 0.0090 -0.0110
H -5.18938 3.22491 3.43646 0.0011 0.0020 -0.0121
H -3.88338 2.50134 4.38290 -0.0017 -0.0056 0.0000
H -3.94214 2.87569 1.35066 0.0063 -0.0086 -0.0041
H -2.65324 3.37479 2.45248 -0.0014 -0.0018 0.0108
H -1.99140 1.08573 2.85542 0.0084 0.0029 -0.0078
H -2.53465 0.96030 1.16141 0.0257 -0.0138 0.0445
H -5.80385 1.09578 2.48043 -0.0051 0.0085 0.0073
H -5.26815 0.55556 4.08230 0.0042 -0.0100 -0.0039
```
Positions in Å, forces in eV/Å.

- Calculated total energy: -1651.1193 a.u.
- Net charge: 0

Löwdin atomic charge list, values in e, 2 entries: -0.06, -0.26

=====

Question: What is the net charge in the third record?
Answer: -1

=====

Question: Which formula does entry 3 have?
Answer: C14H29BFO22S5